14
Properties=species:S:1:pos:R:3:mulliken_charge:R:1 method="wB97M-V/def2-TZVPD" lumo_energy_ev=-0.7 e_tot_ev=-31134.111 mol_weight_g_mol=151.62 relative_energy_kcal_mol=157.4
Cl -2.5133 2.1613 -0.2549 -0.221
S -3.4526 -0.6572 0.4305 -0.279
O 1.0389 0.1391 -0.1822 -0.288
N -1.2306 -1.7124 -0.7609 -0.583
C 2.4286 0.2728 0.3466 -0.603
C 0.0205 1.1130 -0.0143 -0.081
C -1.9441 -0.5076 -0.3165 0.133
C -1.2516 0.7229 -0.1534 0.334
H -1.4872 -2.7573 -0.1023 0.322
H 3.2897 0.3441 -0.8485 0.248
H 2.3904 1.2297 1.2160 0.261
H 0.3633 2.1077 0.5471 0.188
H -0.2264 -1.4729 -0.8386 0.331
H 2.5745 -0.9834 0.9315 0.238